Record 1
Computed, not measured: a molecular structure, C40H118MnO24 in a non-equilibrium geometry, with the ωB97M-V functional and the def2-TZVPD basis.

Atoms and positions in Å:
Mn -3.07 -0.37 1.28
C -4.17 -4.20 1.92
C -3.69 -2.77 1.70
O -3.87 -1.90 2.58
O -3.24 -2.39 0.58
H -3.47 -4.61 2.64
H -4.31 -4.87 1.07
H -5.12 -4.20 2.45
C 0.79 -0.01 -0.02
C -0.68 0.06 0.51
O -0.94 -0.54 1.56
O -1.62 0.65 -0.02
H 1.09 1.00 -0.30
H 0.88 -0.71 -0.85
H 1.49 -0.38 0.74
C 2.87 1.37 -2.42
C 3.67 1.20 -3.74
O 3.52 -0.14 -4.22
H 3.19 0.72 -1.60
H 1.80 1.27 -2.55
H 2.98 2.38 -2.03
H 4.73 1.41 -3.68
H 3.25 1.78 -4.57
H 4.15 -0.31 -4.92
C -1.51 -2.85 4.69
C -1.76 -3.72 5.98
O -0.51 -4.35 6.25
H -1.35 -3.51 3.84
H -0.63 -2.23 4.85
H -2.42 -2.26 4.54
H -2.56 -4.45 5.83
H -1.98 -3.16 6.89
H -0.70 -5.27 6.45
C -2.19 0.40 6.24
C -2.25 1.97 6.36
O -1.13 2.56 5.73
H -2.14 0.26 5.16
H -3.08 -0.09 6.65
H -1.31 -0.10 6.65
H -2.32 2.28 7.40
H -3.17 2.39 5.96
H -1.40 3.48 5.62
C 6.68 -3.23 3.40
C 6.50 -1.79 3.86
O 5.55 -1.02 3.10
H 5.78 -3.83 3.46
H 7.45 -3.73 3.99
H 6.93 -3.24 2.34
H 7.48 -1.32 3.77
H 6.14 -1.70 4.89
H 4.74 -1.53 3.14
C -0.35 -2.81 -1.97
C -0.94 -4.06 -1.33
O -2.32 -4.21 -1.50
H -0.59 -2.66 -3.02
H 0.72 -2.74 -1.74
H -0.79 -1.97 -1.43
H -0.80 -4.03 -0.25
H -0.53 -4.96 -1.81
H -2.76 -3.65 -0.85
C -1.70 0.91 -4.10
C -1.70 2.16 -3.23
O -2.69 2.01 -2.27
H -0.85 0.95 -4.78
H -2.59 0.93 -4.73
H -1.75 -0.03 -3.54
H -1.92 3.03 -3.84
H -0.73 2.27 -2.74
H -2.30 1.54 -1.53
C 3.32 5.47 -2.63
C 2.09 4.94 -3.35
O 0.92 4.75 -2.59
H 3.81 4.78 -1.95
H 2.97 6.31 -2.03
H 4.02 5.89 -3.35
H 2.36 3.99 -3.80
H 1.93 5.62 -4.18
H 0.15 4.97 -3.11
C 1.50 -3.93 2.27
C 2.39 -2.73 2.26
O 3.36 -2.93 3.27
H 1.03 -4.08 3.24
H 2.08 -4.81 2.01
H 0.74 -3.91 1.50
H 1.73 -1.89 2.48
H 2.93 -2.52 1.33
H 2.89 -2.99 4.11
C 2.63 0.57 3.79
C 1.15 0.63 4.36
O 1.05 0.94 5.73
H 3.17 1.50 3.92
H 2.61 0.26 2.74
H 3.19 -0.19 4.32
H 0.71 -0.36 4.19
H 0.55 1.41 3.89
H 0.24 1.43 5.86
C 2.55 -5.81 -2.11
C 3.23 -5.65 -3.47
O 4.53 -5.08 -3.38
H 3.10 -6.50 -1.48
H 1.52 -6.07 -2.34
H 2.48 -4.86 -1.59
H 2.64 -5.05 -4.17
H 3.34 -6.60 -3.98
H 4.48 -4.14 -3.18
C -5.44 -2.50 -2.18
C -6.48 -2.67 -1.10
O -6.89 -1.49 -0.49
H -5.74 -1.93 -3.06
H -5.06 -3.48 -2.49
H -4.65 -1.91 -1.73
H -6.04 -3.37 -0.39
H -7.33 -3.18 -1.57
H -7.71 -1.76 -0.08
C 2.09 -2.91 -5.41
C 1.57 -1.72 -6.27
O 0.49 -2.18 -7.10
H 1.37 -3.26 -4.67
H 3.01 -2.63 -4.88
H 2.27 -3.78 -6.03
H 2.31 -1.33 -6.97
H 1.18 -0.87 -5.71
H 0.89 -2.64 -7.84
C -1.33 6.36 1.02
C -2.39 6.36 2.16
O -3.70 6.56 1.59
H -0.32 6.36 1.42
H -1.39 7.27 0.43
H -1.36 5.48 0.39
H -2.28 7.16 2.88
H -2.44 5.38 2.63
H -3.71 7.42 1.17
C 5.07 1.81 1.05
C 6.63 1.61 1.08
O 6.90 1.35 2.44
H 4.58 0.87 1.28
H 4.80 1.99 0.01
H 4.76 2.57 1.77
H 7.18 2.50 0.79
H 6.93 0.76 0.46
H 6.39 0.59 2.71
C -7.09 2.21 -4.96
C -5.71 1.72 -4.46
O -5.10 2.76 -3.65
H -7.02 2.98 -5.72
H -7.64 2.59 -4.10
H -7.56 1.35 -5.43
H -5.07 1.39 -5.29
H -5.85 0.83 -3.84
H -4.32 2.39 -3.22
C 5.04 -3.17 -0.48
C 4.52 -2.00 -1.32
O 3.97 -2.45 -2.57
H 5.63 -2.85 0.37
H 5.76 -3.71 -1.09
H 4.24 -3.87 -0.22
H 5.29 -1.23 -1.44
H 3.76 -1.49 -0.74
H 3.73 -1.70 -3.12
C -3.43 5.04 -1.60
O -4.52 5.17 -2.44
H -3.30 6.02 -1.13
H -3.78 4.36 -0.83
H -2.49 4.70 -2.05
H -4.72 4.39 -2.97
C -2.95 2.59 2.72
O -3.56 1.28 2.59
H -3.73 3.36 2.76
H -2.39 2.65 3.66
H -2.26 2.86 1.92
H -4.03 1.16 3.42
C 1.30 3.91 0.48
O 1.52 5.23 0.03
H 0.29 3.55 0.28
H 1.87 3.15 -0.06
H 1.51 3.77 1.54
H 1.33 5.30 -0.90
C -5.15 1.47 -0.11
O -4.79 0.15 0.17
H -4.29 2.09 0.11
H -5.59 1.62 -1.10
H -5.96 1.71 0.59
H -5.49 -0.42 -0.17

Computed properties:
2S+1 = 6
<S²> = 8.752
largest force on an atom = 0.07734 Eh/bohr
LUMO (alpha / beta) = 0.05 / 0.05 eV
frontier orbital gap (alpha / beta) = 8.78 / 9.35 eV
molar mass = 1038.30 g/mol
net charge = 0

Results of the Mulliken charge analysis, in e, for atoms 1 through 4: Mn 1.70; C -1.64; C 1.08; O -0.80

=====

Record 2
Computed, not measured: 15 unconnected molecules or ions with the total composition C40H119N17O15 in a non-equilibrium geometry, with the ωB97M-V functional and the def2-TZVPD basis.

Atoms and positions in Å:
C 3.99 -0.97 -5.66
C 4.43 0.01 -4.46
C 3.94 -0.56 -3.13
O 4.38 0.43 -2.19
C 4.10 0.01 -0.88
N 5.92 0.08 -4.44
H 4.32 -0.55 -6.60
H 2.92 -1.16 -5.58
H 4.39 -1.95 -5.41
H 3.94 0.99 -4.53
H 4.51 -1.45 -2.85
H 2.86 -0.66 -3.27
H 4.28 0.86 -0.23
H 4.77 -0.80 -0.61
H 3.09 -0.35 -0.68
H 6.32 -0.83 -4.33
H 6.16 0.48 -3.55
C -7.38 -2.77 0.52
C -6.17 -3.62 1.05
C -4.85 -2.92 0.49
O -4.71 -2.80 -0.99
C -4.54 -4.07 -1.67
N -6.18 -3.67 2.54
H -8.37 -3.12 0.83
H -7.41 -2.83 -0.57
H -7.32 -1.68 0.54
H -6.08 -4.65 0.70
H -3.99 -3.39 0.98
H -4.74 -1.92 0.89
H -4.11 -3.71 -2.60
H -5.51 -4.56 -1.72
H -3.85 -4.71 -1.12
H -6.25 -2.76 2.96
H -7.07 -4.05 2.83
C -2.92 -9.94 -3.63
C -2.22 -9.56 -2.27
C -1.59 -8.10 -2.29
O -0.86 -7.85 -1.08
C -0.31 -6.52 -1.11
N -3.20 -9.65 -1.26
H -3.56 -9.11 -3.95
H -3.67 -10.73 -3.61
H -2.24 -10.05 -4.47
H -1.37 -10.22 -2.08
H -2.42 -7.40 -2.36
H -0.98 -7.92 -3.17
H 0.48 -6.64 -1.85
H 0.24 -6.28 -0.20
H -1.01 -5.74 -1.41
H -3.65 -8.76 -1.10
H -2.67 -9.80 -0.41
C 0.66 -4.12 -5.14
C 0.53 -3.48 -3.72
C 1.77 -3.83 -2.78
O 1.83 -3.00 -1.58
C 2.98 -3.34 -0.80
N 0.47 -2.05 -3.91
H 0.74 -5.19 -4.98
H 1.53 -3.81 -5.72
H -0.28 -3.95 -5.68
H -0.39 -3.69 -3.16
H 2.72 -3.67 -3.30
H 1.69 -4.90 -2.56
H 2.94 -4.30 -0.28
H 3.06 -2.72 0.09
H 3.88 -3.36 -1.41
H 0.92 -1.62 -3.11
H 1.10 -1.74 -4.64
C -3.05 3.36 -0.12
C -4.09 4.40 -0.46
C -3.35 5.78 -0.49
O -4.26 6.91 -0.48
C -4.77 7.29 0.79
N -4.61 4.06 -1.76
H -3.60 2.47 0.19
H -2.48 3.72 0.73
H -2.44 3.11 -0.99
H -4.93 4.42 0.24
H -2.68 5.92 -1.34
H -2.68 6.07 0.32
H -4.98 6.39 1.37
H -5.67 7.89 0.68
H -4.08 7.91 1.36
H -4.95 4.84 -2.30
H -5.51 3.64 -1.57
C -0.23 -2.76 1.20
C 0.33 -1.35 0.95
C -0.45 -0.71 -0.25
O -0.01 0.59 -0.53
C -0.41 1.33 -1.71
N 0.13 -0.57 2.18
H -1.31 -2.72 1.31
H 0.29 -3.17 2.06
H -0.04 -3.41 0.35
H 1.38 -1.31 0.67
H -1.53 -0.72 -0.12
H -0.12 -1.34 -1.07
H 0.35 1.23 -2.49
H -0.58 2.38 -1.48
H -1.28 0.80 -2.08
H -0.85 -0.61 2.40
H 0.21 0.37 1.83
C -1.43 7.02 4.01
C -1.07 5.62 4.50
C -1.52 4.58 3.44
O -1.38 3.24 3.99
C -1.56 2.20 3.08
N 0.39 5.54 4.63
H -1.24 6.92 2.94
H -1.00 7.87 4.56
H -2.51 7.15 4.04
H -1.65 5.37 5.39
H -1.05 4.82 2.49
H -2.58 4.79 3.27
H -0.81 2.38 2.31
H -2.57 2.04 2.71
H -1.35 1.26 3.60
H 0.53 4.59 4.94
H 0.58 6.05 5.48
C 6.25 1.76 4.08
C 5.29 2.67 4.82
C 4.11 3.36 4.11
O 3.21 2.53 3.47
C 2.50 3.07 2.37
N 4.71 1.96 5.98
H 7.06 1.43 4.73
H 6.81 2.24 3.27
H 5.83 0.84 3.67
H 5.85 3.52 5.23
H 4.58 4.06 3.42
H 3.59 3.97 4.84
H 2.03 2.29 1.78
H 3.22 3.44 1.64
H 1.84 3.86 2.74
H 4.53 1.07 5.54
H 3.80 2.35 6.15
C 0.39 5.29 -0.94
C 1.87 5.50 -0.76
C 2.45 5.60 -2.18
O 2.21 4.48 -3.06
C 2.99 3.39 -2.70
N 2.20 6.63 0.11
H -0.17 6.18 -1.20
H 0.01 4.88 0.00
H 0.09 4.44 -1.55
H 2.26 4.59 -0.33
H 3.48 5.93 -2.20
H 2.01 6.45 -2.69
H 2.33 2.53 -2.57
H 3.70 3.37 -1.88
H 3.66 3.12 -3.52
H 1.89 6.59 1.07
H 3.20 6.70 0.20
O -4.02 0.74 -2.91
H -4.40 1.33 -3.56
H -3.13 0.59 -3.22
O -1.07 0.24 -4.55
H -0.97 -0.61 -4.12
H -0.42 0.23 -5.26
C -2.34 -1.93 4.84
O -1.76 -2.64 5.63
N -2.88 -2.24 3.74
N -2.48 -0.71 5.04
H -2.79 -3.17 3.36
H -3.42 -1.52 3.28
H -3.07 -0.17 4.42
H -2.18 -0.27 5.90
C 3.46 -5.19 2.94
O 2.91 -6.17 2.47
N 3.30 -3.97 2.54
N 4.33 -5.24 3.92
H 2.81 -3.84 1.66
H 3.70 -3.22 3.08
H 4.46 -4.33 4.36
H 4.25 -6.10 4.44
C 2.97 -0.73 4.37
O 3.96 -0.66 5.12
N 2.70 -0.07 3.27
N 1.92 -1.50 4.55
H 1.87 -0.28 2.73
H 3.13 0.82 3.07
H 1.14 -1.33 3.93
H 1.84 -2.12 5.34
C -0.64 4.13 -4.86
O -1.69 4.10 -5.54
N 0.14 5.21 -4.72
N -0.03 3.12 -4.37
H 0.93 5.03 -4.11
H -0.31 6.10 -4.89
H -0.44 2.19 -4.40
H 0.96 3.19 -4.21

Computed properties:
largest force on an atom = 0.17530 Eh/bohr
LUMO = -0.07 eV
energy relative to the best compared isomer or geometry (same formula, charge and spin) = 44.5 kcal per mole
frontier orbital gap = 8.55 eV
molar mass = 1078.50 g/mol
net charge = 0

Results of the Mulliken charge analysis, in e, for atoms 1 through 4: C -1.23; C 0.38; C 0.29; O -0.38